The following is a DFT calculation (ωB97M-V/def2-TZVPD) of C7H14NO4P2 as an isolated structure at a distorted geometry.

Calculated values
- lowest unoccupied orbital energy (eV) = 3.56
- total energy (eV) = -35746.75140
- highest occupied orbital energy (eV) = -4.851
- total charge = -1
- orbital gap (hartree) = 0.3090
- spin multiplicity = 1
- relative energy (zero: lowest compared OMol25 entry of this formula, charge and spin) (eV) = 2.011

```
28
Properties=species:S:1:pos:R:3:mulliken_charge:R:1
C 2.27 0.50 1.06 -0.46
C 1.54 1.36 0.31 -0.37
C 2.39 -0.90 0.52 -0.76
C 2.47 -1.02 -1.00 -0.44
C 1.45 -0.13 -1.66 -0.92
C 1.09 0.95 -0.97 -0.08
C -1.36 0.44 1.71 -0.99
N -1.29 0.35 0.20 0.20
O -0.60 -2.18 -0.25 -0.72
O -2.18 -0.96 -1.84 -0.47
O -3.06 -1.59 0.45 -0.76
O -3.79 0.98 0.17 -0.51
P -2.39 1.47 -0.50 -0.03
P -1.80 -1.28 -0.32 0.55
H 2.67 0.71 2.06 0.32
H 1.38 2.43 0.50 0.37
H 3.34 -1.23 0.90 0.39
H 1.60 -1.59 0.81 0.30
H 3.40 -0.49 -1.49 0.30
H 2.46 -2.17 -1.21 0.24
H 1.09 -0.40 -2.57 0.72
H -1.42 -0.89 -2.31 0.33
H 0.45 1.65 -1.50 0.38
H -0.78 1.39 2.02 0.35
H -2.33 0.62 2.08 0.38
H -0.92 -0.54 2.23 0.26
H -3.65 -0.06 0.11 0.45
H -2.05 2.60 0.51 -0.02
```